Record 1
11
Properties=species:S:1:pos:R:3 method="wB97M-V/def2-TZVPD" energy_ha=-285.288637 charge=0 orbital_gap_ev=10.83 relative_energy_kj_mol=330.7 lumo_energy_ev=0.79 smiles=N#CC1COC1
N 1.894 -0.738 1.959
C 1.300 -0.558 0.982
C 0.520 -0.365 -0.254
C -0.988 -0.515 -0.005
O -1.228 0.881 0.145
C 0.167 1.103 -0.552
H 0.964 -0.981 -1.040
H -1.283 -0.992 0.920
H -1.483 -0.980 -0.871
H 0.810 1.834 -0.038
H -0.672 1.311 -1.248

---

Record 2
11
Properties=species:S:1:pos:R:3 method="wB97M-V/def2-TZVPD" energy_ha=-285.369968 charge=0 orbital_gap_ev=10.22 relative_energy_kj_mol=117.1 lumo_energy_ev=0.71 smiles="[H]/N=C1/C=CCO1"
N 2.284 0.057 -0.335
C 1.029 -0.076 -0.272
C 0.082 0.993 -0.571
C -1.079 0.670 -0.026
C -1.062 -0.791 0.339
O 0.336 -1.129 0.276
H 2.752 -0.730 0.106
H 0.362 1.981 -0.896
H -1.650 1.460 0.419
H -1.592 -1.442 -0.376
H -1.463 -0.993 1.337

---

Record 3
11
Properties=species:S:1:pos:R:3 method="wB97M-V/def2-TZVPD" energy_ha=-285.353242 charge=0 orbital_gap_ev=11.78 relative_energy_kj_mol=161.1 lumo_energy_ev=0.84 smiles=N#CC[C@H]1CO1
N 3.086 -0.283 0.835
C 2.079 -0.363 0.274
C 0.781 -0.456 -0.395
C -0.335 0.166 0.443
C -1.585 0.598 -0.180
O -1.499 -0.634 0.515
H 0.535 -1.516 -0.532
H 0.861 -0.001 -1.390
H -0.025 0.620 1.387
H -2.210 1.343 0.307
H -1.687 0.526 -1.264

---

Record 4
11
Properties=species:S:1:pos:R:3 method="wB97M-V/def2-TZVPD" energy_ha=-285.249775 charge=0 orbital_gap_ev=9.29 relative_energy_kj_mol=432.7 lumo_energy_ev=0.77
C 1.295 0.919 1.162
C 0.338 -0.077 0.592
C 0.634 -1.182 -0.283
C -0.618 -0.885 -0.631
O -0.955 0.118 0.724
N -1.534 -0.684 -1.583
H 1.691 1.551 0.360
H 2.142 0.388 1.604
H 0.801 1.548 1.906
H -2.510 -0.736 -1.330
H -1.283 -0.961 -2.520